Entry 1:
{
  "formula": "C5H15N2O3",
  "method": "ωB97M-V/def2-TZVPD",
  "homo_ev": [-11.64, -11.65],
  "e_above_lowest_kj_mol": 533.5,
  "charge": 1,
  "gap_ev": [8.583, 8.584],
  "symbols": ["C", "C", "C", "C", "C", "N", "N", "O", "O", "O", "H", "H", "H", "H", "H", "H", "H", "H", "H", "H", "H", "H", "H", "H", "H"],
  "coordinates": [[-3.037621, 0.477918, -0.235294], [0.732079, 1.964327, 1.216259], [2.570276, -1.568326, 0.312854], [-1.574510, -1.292113, 0.504484], [0.568630, -0.165606, 0.056514], [-1.111251, -2.561478, 0.385484], [0.966931, 0.804974, -1.902869], [-2.276223, -0.732609, -0.424323], [1.236863, 0.669543, 0.858299], [1.189937, -1.280330, -0.114323], [-2.302955, 1.189609, 0.118046], [-3.803850, 0.230783, 0.640423], [-3.475993, 0.748906, -1.159082], [0.820732, 2.663959, 0.381951], [1.477363, 2.269978, 1.874359], [-0.112687, 1.849006, 1.850301], [2.803242, -2.548691, 0.034429], [2.708952, -1.206305, 1.387235], [3.375059, -0.996748, -0.396737], [-1.427939, -0.772384, 1.357002], [-0.406263, -2.718124, 1.097683], [0.671304, 1.743158, -2.044366], [0.386696, 0.264576, -2.630819], [-1.120936, -3.008658, -0.447099], [1.899638, 0.689438, -2.167986]],
  "forces_ev_per_a": [[-0.226, -1.291, 3.864], [0.992, -1.031, -0.803], [1.708, 4.177, -0.688], [0.562, -1.453, -3.838], [-1.250, 1.273, 1.680], [-1.065, 4.304, 4.109], [-2.895, -1.751, -1.498], [-0.643, -1.881, -1.012], [0.618, -0.779, -0.748], [1.638, -1.345, -0.236], [-0.126, 0.646, -0.004], [1.303, 0.909, -2.137], [-0.458, 0.039, -0.724], [-1.005, -0.221, -0.007], [1.358, 0.839, 1.262], [-1.420, 0.323, -0.285], [-0.299, -1.750, 0.383], [-0.038, -0.981, -1.582], [-2.088, -0.716, 1.790], [0.222, 1.152, 3.063], [-0.126, -0.717, -0.542], [0.068, 1.057, -0.018], [1.206, 0.854, 1.576], [0.123, -1.707, -3.051], [1.840, 0.049, -0.554]],
  "nbo_charge": [-0.249, -0.256, -0.306, 0.555, 0.507, -0.707, -0.995, -0.459, -0.562, -0.558, 0.199, 0.209, 0.229, 0.202, 0.209, 0.191, 0.212, 0.223, 0.197, 0.186, 0.423, 0.376, 0.382, 0.417, 0.376]
}

Entry 2:
{
  "formula": "C5H15N2O4",
  "method": "ωB97M-V/def2-TZVPD",
  "homo_ev": -14.32,
  "e_above_lowest_kj_mol": 0.0,
  "charge": 1,
  "gap_ev": 11.890,
  "symbols": ["C", "C", "C", "C", "C", "N", "N", "O", "O", "O", "O", "H", "H", "H", "H", "H", "H", "H", "H", "H", "H", "H", "H", "H", "H", "H"],
  "coordinates": [[-2.118383, 2.264308, -0.223715], [-0.988630, 1.315151, 0.135328], [-0.634206, -2.403419, -0.420482], [-0.049644, -0.981244, -0.446591], [3.147740, 0.236998, -0.016967], [3.837540, 0.522175, 1.089385], [-1.249121, -0.033780, -0.422701], [-1.676854, -2.395534, 0.529674], [0.660750, -0.769935, -1.583913], [3.598855, -0.839489, -0.653318], [2.172760, 0.881007, -0.381670], [-1.920815, 3.238985, 0.209978], [-2.196939, 2.388655, -1.302199], [-3.072313, 1.911325, 0.163452], [-0.891107, 1.221444, 1.217891], [-0.039958, 1.676936, -0.269696], [-1.004009, -2.653394, -1.424232], [0.162013, -3.108205, -0.159042], [3.632166, 1.369155, 1.594463], [4.704969, 0.049588, 1.279140], [-1.571533, 0.061418, -1.394439], [-1.979687, -0.529295, 0.117560], [-1.950107, -3.297235, 0.732793], [1.271385, 0.000596, -1.413439], [3.083300, -1.056118, -1.446621], [0.505044, -0.779231, 0.478229]],
  "forces_ev_per_a": [[0.056, -0.193, 0.062], [0.052, 0.746, 0.063], [0.380, 0.149, -0.437], [-0.517, -0.617, 0.376], [0.109, 0.076, 0.117], [0.357, -0.013, 0.178], [-0.213, -0.396, 0.007], [-0.069, -0.084, 0.221], [0.190, 0.148, -0.414], [0.375, -0.395, -0.027], [-0.270, 0.389, -0.271], [0.012, 0.099, 0.036], [-0.026, 0.026, -0.087], [-0.094, 0.004, 0.017], [0.074, -0.145, -0.100], [-0.113, -0.194, 0.085], [0.064, 0.048, 0.094], [-0.056, 0.141, -0.031], [-0.045, -0.089, -0.162], [-0.030, -0.050, 0.001], [0.070, -0.130, 0.207], [0.073, 0.235, -0.200], [-0.041, 0.110, 0.007], [-0.213, -0.179, 0.160], [-0.012, 0.239, 0.231], [-0.114, 0.075, -0.136]],
  "nbo_charge": [-0.630, -0.231, -0.100, 0.250, 0.901, -0.804, -0.538, -0.748, -0.730, -0.669, -0.717, 0.251, 0.220, 0.221, 0.222, 0.243, 0.189, 0.206, 0.421, 0.422, 0.434, 0.461, 0.510, 0.509, 0.515, 0.191]
}

Entry 3:
{
  "formula": "C5H15N2S",
  "method": "ωB97M-V/def2-TZVPD",
  "homo_ev": -2.84,
  "e_above_lowest_kj_mol": 24.5,
  "charge": -1,
  "gap_ev": 6.887,
  "symbols": ["C", "C", "S", "N", "H", "H", "H", "H", "H", "H", "C", "C", "N", "C", "H", "H", "H", "H", "H", "H", "H", "H", "H"],
  "coordinates": [[-2.697752, -1.944477, 1.644075], [-1.627687, -1.675328, 0.567081], [-0.540755, -0.276624, 0.988510], [-3.462766, -0.785353, 2.059641], [-2.183675, -2.376062, 2.502855], [-3.378365, -2.720156, 1.274005], [-2.102375, -1.568839, -0.413680], [-0.981661, -2.559132, 0.547495], [-3.949141, -0.417087, 1.246258], [-2.791312, -0.048540, 2.270603], [2.951505, 1.400056, 0.468328], [2.128478, 1.644698, -0.773079], [1.753803, 0.353364, -1.408616], [0.751284, 0.603831, -2.435600], [2.964889, 2.297726, 1.087544], [3.980684, 1.149164, 0.204314], [2.528229, 0.583229, 1.052398], [2.688387, 2.191885, -1.541670], [1.203877, 2.198418, -0.559081], [1.245767, -0.108529, -0.639154], [0.538981, -0.315165, -2.978204], [-0.167362, 1.034156, -2.016252], [1.146969, 1.338766, -3.147772]],
  "forces_ev_per_a": [[0.449, -0.184, -0.520], [0.286, -0.238, 0.522], [-0.079, 0.240, 0.022], [-0.437, 0.260, 0.104], [-0.019, 0.132, 0.230], [-0.146, 0.029, 0.027], [0.003, 0.120, -0.042], [-0.196, -0.142, -0.288], [-0.051, -0.089, -0.021], [0.198, -0.095, 0.027], [0.165, 0.222, 0.033], [-0.350, -0.825, -1.023], [-0.024, 0.550, 0.711], [0.352, 0.299, -0.024], [0.075, 0.003, 0.107], [-0.006, -0.083, 0.037], [-0.080, 0.029, 0.031], [0.026, 0.262, 0.230], [0.106, 0.162, 0.235], [0.008, -0.311, -0.299], [-0.179, -0.040, -0.005], [-0.130, -0.181, -0.009], [0.029, -0.120, -0.085]],
  "nbo_charge": [-0.222, -0.535, -0.722, -0.857, 0.172, 0.155, 0.164, 0.181, 0.330, 0.380, -0.618, -0.222, -0.670, -0.417, 0.194, 0.190, 0.235, 0.161, 0.170, 0.403, 0.186, 0.183, 0.162]
}

Entry 4:
{
  "formula": "C5H15N2S",
  "method": "ωB97M-V/def2-TZVPD",
  "homo_ev": -13.33,
  "e_above_lowest_kj_mol": 529.4,
  "charge": 1,
  "gap_ev": 7.997,
  "symbols": ["N", "C", "C", "S", "C", "N", "C", "C", "H", "H", "H", "H", "H", "H", "H", "H", "H", "H", "H", "H", "H", "H", "H"],
  "coordinates": [[-0.867322, -1.301142, -1.321382], [-0.319113, -1.443461, 0.029125], [-0.560802, -0.187104, 0.899354], [-0.946330, 1.232243, -0.122645], [1.196618, -1.525621, -0.095019], [1.702964, -0.163242, -0.183799], [1.169127, 0.546371, -1.147164], [2.161156, 0.659804, 0.897519], [-1.596232, -0.656208, -1.420917], [-0.917606, -2.095203, -1.912449], [-5.575914, 3.387582, 1.081363], [-0.718130, -2.405554, 0.385762], [0.251445, 0.091928, 1.553481], [-1.403292, -0.362571, 1.593118], [-6.144363, 3.452800, 0.631179], [1.652687, -2.086230, 0.707637], [1.350318, -2.074060, -1.034005], [1.164210, 0.064576, -2.097141], [-0.082204, 0.678300, -0.828995], [1.651162, 1.472945, -1.247610], [2.471515, 0.080897, 1.762358], [2.993236, 1.296067, 0.624890], [1.366868, 1.336892, 1.245331]],
  "forces_ev_per_a": [[1.343, 0.505, 0.638], [-0.210, -0.761, -0.700], [-2.449, -0.932, 1.326], [-3.483, 2.537, 3.071], [-0.029, -1.297, -0.333], [-0.422, 0.094, -0.570], [5.119, -0.929, -1.512], [0.713, 0.376, 1.854], [-1.348, 0.457, -0.232], [-0.147, -0.777, -0.089], [0.398, -0.042, 0.321], [0.239, 0.593, 0.907], [-0.149, -0.651, 0.011], [0.102, 0.256, -0.456], [-0.395, 0.041, -0.321], [0.250, 0.160, 0.317], [0.666, 0.314, 0.233], [-1.405, -0.497, -0.588], [0.887, -0.946, -3.291], [-0.306, 1.832, 0.186], [0.055, -0.265, -0.077], [0.263, -0.106, -0.421], [0.309, 0.039, -0.273]],
  "nbo_charge": [-0.885, -0.081, -0.587, 0.290, -0.238, -0.264, -0.065, -0.450, 0.388, 0.400, -0.012, 0.236, 0.236, 0.283, 0.012, 0.241, 0.234, 0.276, 0.041, 0.238, 0.242, 0.244, 0.221]
}

Entry 5:
{
  "formula": "C5H15N2S",
  "method": "ωB97M-V/def2-TZVPD",
  "homo_ev": -13.58,
  "e_above_lowest_kj_mol": 365.5,
  "charge": 1,
  "gap_ev": 10.152,
  "symbols": ["C", "C", "C", "C", "C", "N", "N", "S", "H", "H", "H", "H", "H", "H", "H", "H", "H", "H", "H", "H", "H", "H", "H"],
  "coordinates": [[-1.270025, 1.248436, 1.269157], [2.256198, -0.409202, -1.241056], [-2.238190, -1.791458, -0.290999], [1.123802, 0.683760, 0.691654], [-0.303281, 0.493588, 0.427873], [-0.639903, 0.794974, -1.326523], [1.768630, -0.510996, 0.172269], [-0.601072, -1.339081, 0.452410], [-1.051048, 0.868671, 2.320561], [-0.912944, 2.258116, 1.098512], [-2.377117, 1.015400, 1.058745], [3.240632, -0.892846, -1.530447], [1.563785, -0.892218, -1.793611], [2.296475, 0.636802, -1.391605], [-2.549588, -0.837000, -0.703637], [-2.893821, -2.303724, 0.422598], [-2.067548, -2.467158, -1.115347], [1.579180, 1.627134, 0.384990], [1.208200, 0.791105, 1.759039], [-0.085392, 1.535747, -1.597581], [-1.611445, 0.939658, -1.246513], [0.054833, -1.562163, -0.781128], [2.552313, -0.625802, 0.834731]],
  "forces_ev_per_a": [[-0.564, -1.567, 1.050], [2.372, 0.257, 2.460], [0.287, 0.980, 0.459], [0.549, -0.326, -0.095], [-3.067, 0.494, -5.361], [0.658, -3.878, 4.774], [3.037, -0.074, 1.602], [1.121, -1.583, -1.837], [-0.468, 1.009, -0.915], [-0.830, 0.543, 0.533], [1.741, 0.799, 0.099], [-0.987, 0.580, 1.154], [-2.358, -1.094, -2.396], [0.205, 0.995, -1.183], [-0.908, -0.276, 0.050], [0.157, 0.711, 0.006], [0.433, -0.126, -0.140], [-0.462, 0.235, -0.754], [0.354, -0.656, 0.779], [0.872, 2.324, -0.581], [-1.076, 1.079, -0.531], [-0.783, 0.116, 1.697], [-0.284, -0.543, -0.872]],
  "nbo_charge": [-0.683, -0.405, -0.732, -0.326, 0.112, -0.855, -0.651, 0.617, 0.238, 0.257, 0.245, 0.237, 0.185, 0.189, 0.237, 0.266, 0.264, 0.229, 0.232, 0.369, 0.354, 0.228, 0.394]
}

Entry 6:
{
  "formula": "C5H15N2S",
  "method": "ωB97M-V/def2-TZVPD",
  "homo_ev": -11.83,
  "e_above_lowest_kj_mol": 88.2,
  "charge": 1,
  "gap_ev": 8.793,
  "symbols": ["C", "N", "C", "C", "S", "C", "N", "C", "H", "H", "H", "H", "H", "H", "H", "H", "H", "H", "H", "H", "H", "H", "H"],
  "coordinates": [[-0.524887, -1.484331, 0.670697], [0.375515, -0.388281, 0.427241], [0.268943, 0.277547, -0.903262], [1.407230, -0.131526, -1.837629], [1.719129, 1.101815, -3.134759], [-1.663666, -0.992788, 1.547592], [-1.094706, -0.233271, 2.681197], [-2.002044, 0.679481, 3.435882], [-0.951024, -1.919870, -0.235177], [-0.018348, -2.329518, 1.139031], [1.354286, -0.597910, 0.545083], [-0.673225, -0.030288, -1.371635], [0.221355, 1.358056, -0.786124], [2.347599, -0.149658, -1.290097], [1.219311, -1.110725, -2.273507], [0.430120, 1.308749, -3.439956], [-2.190764, -0.213732, 0.989037], [-2.435564, -1.678324, 1.875795], [-0.521694, -0.816969, 3.297785], [-0.339474, 0.309642, 2.220540], [-3.026700, 0.389273, 3.289778], [-1.838613, 0.555260, 4.503699], [-1.775760, 1.703129, 3.161952]],
  "forces_ev_per_a": [[0.017, -1.061, 0.153], [0.181, 0.876, -0.666], [-0.294, -0.343, 0.054], [-0.085, 0.448, -0.008], [-0.155, -0.028, 0.001], [-0.717, 1.022, -0.575], [1.186, 0.158, 0.440], [0.264, -0.252, 0.731], [-0.072, 0.168, -0.127], [0.179, 0.079, 0.224], [-0.016, -0.453, 0.318], [-0.006, 0.114, 0.146], [0.211, 0.050, 0.056], [0.098, -0.163, 0.084], [0.095, -0.062, 0.054], [0.015, -0.024, -0.111], [-0.089, -0.078, -0.110], [0.304, -0.474, 0.163], [-0.595, -0.287, 0.160], [-0.146, 0.113, -0.347], [-0.371, 0.101, -0.480], [0.289, 0.057, -0.011], [-0.295, 0.038, -0.148]],
  "nbo_charge": [-0.251, -0.675, -0.232, -0.539, 0.009, -0.228, -0.519, -0.423, 0.225, 0.217, 0.391, 0.195, 0.212, 0.217, 0.222, 0.116, 0.216, 0.241, 0.428, 0.463, 0.237, 0.241, 0.240]
}

Number 1 is which compound? C5H15N2O3